No. 1
ORCA calculation (ωB97M-V/def2-TZVPD) on a structure of composition C33H37FGaO2S.

Calculated values
Calculated total energy: -3853.09777 Eh
Charge: -1
Kohn-Sham gap: 6.91 eV

CARTESIAN COORDINATES (ANGSTROEM)
C (-3.73126, 4.70736, -0.80126)
C (-4.48542, 3.46950, -1.16755)
O (-4.04223, 2.74989, -1.98235)
O (-5.60337, 3.15386, -0.56948)
C (-6.35221, 4.23716, 0.06859)
Ga (-7.26337, 5.55602, -1.19507)
F (-6.32738, 7.14038, -1.15363)
S (-9.33903, 6.05616, -0.26414)
H (-2.68317, 4.48639, -0.85609)
H (-3.93956, 5.04098, 0.19785)
H (-4.01140, 5.48449, -1.48937)
H (-5.75789, 4.78895, 0.78458)
H (-7.12358, 3.75691, 0.63990)
H (-7.38777, 5.08824, -2.70683)
H (-9.60502, 4.89432, 0.34806)
C (-2.92503, -0.93618, -2.59244)
C (-3.37822, 0.02134, -3.48886)
C (-3.46470, -0.28926, -4.83971)
C (-3.10370, -1.55255, -5.29150)
C (-2.64946, -2.50763, -4.39263)
C (-2.55870, -2.19775, -3.04258)
H (-2.85673, -0.69477, -1.53869)
H (-3.66083, 1.00409, -3.13355)
H (-3.81386, 0.45711, -5.54163)
H (-3.17499, -1.79223, -6.34549)
H (-2.36698, -3.49282, -4.74372)
H (-2.20213, -2.94174, -2.33965)
C (2.27244, -4.28812, -1.10044)
C (1.20290, -3.49525, -1.49470)
C (0.40192, -2.88690, -0.53971)
C (0.67437, -3.06330, 0.81039)
C (1.74388, -3.85498, 1.20484)
C (2.54054, -4.47015, 0.24902)
H (2.89850, -4.76212, -1.84590)
H (0.99570, -3.34891, -2.54723)
H (-0.43268, -2.27058, -0.84882)
H (0.05260, -2.58304, 1.55476)
H (1.95757, -3.99213, 2.25769)
H (3.37414, -5.08921, 0.55663)
C (1.11291, 6.88934, 1.34070)
C (0.24603, 6.87680, 2.42414)
C (-0.62497, 5.81163, 2.60415)
C (-0.62371, 4.75545, 1.70450)
C (0.24451, 4.76677, 0.62214)
C (1.11073, 5.83503, 0.43835)
H (1.78917, 7.72266, 1.19789)
H (0.24727, 7.69953, 3.12777)
H (-1.30666, 5.80530, 3.44484)
H (-1.30218, 3.92377, 1.84481)
H (0.24341, 3.94283, -0.08027)
H (1.78344, 5.84677, -0.40984)
C (5.04540, 1.45425, -0.89522)
C (3.65874, 1.39558, -0.91088)
C (3.01465, 0.16963, -0.81923)
C (3.75625, -0.99792, -0.70404)
C (5.14273, -0.93840, -0.68592)
C (5.78786, 0.28687, -0.78489)
H (5.54769, 2.41049, -0.96913)
H (3.07939, 2.30634, -0.99470)
H (1.93311, 0.12243, -0.83699)
H (3.25252, -1.95145, -0.62935)
H (5.72157, -1.84934, -0.59453)
H (6.86976, 0.33233, -0.77495)
C (4.01279, -8.10393, 5.05194)
C (4.69279, -6.98301, 5.50648)
C (4.88314, -5.89724, 4.66370)
C (4.38740, -5.92942, 3.36798)
C (3.70424, -7.04981, 2.91434)
C (3.52005, -8.13805, 3.75517)
H (3.86596, -8.95152, 5.70908)
H (5.07469, -6.95538, 6.51900)
H (5.41767, -5.02474, 5.01674)
H (4.53280, -5.07969, 2.71230)
H (3.31435, -7.07468, 1.90473)
H (2.99063, -9.01275, 3.39992)

---

No. 2
ORCA calculation (ωB97M-V/def2-TZVPD) on a cluster of 2 separate species, ClH2S2 in total.

Calculated values
Calculated total energy: -1257.83661 Eh
Charge: -1
Kohn-Sham gap: 7.03 eV

CARTESIAN COORDINATES (ANGSTROEM)
S (0.89237, -0.13313, -1.20547)
S (-0.18944, -1.49032, -0.09819)
H (1.44289, 0.55186, -0.18067)
H (-1.33963, -0.78908, -0.00975)
Cl (-0.80617, 1.86069, 1.49408)

---

No. 3
ORCA calculation (ωB97M-V/def2-TZVPD) on a structure of composition C21H31GeLaN4O9P2.

Calculated values
Calculated total energy: -4506.59783 Eh
Energy relative to the best compared isomer or geometry (same formula, charge and spin): 0.0000 eV
Kohn-Sham gap: 6.80 eV

CARTESIAN COORDINATES (ANGSTROEM)
La (-0.50508, -0.34590, 0.18827)
O (2.20497, 1.39133, -4.88751)
C (3.07452, 0.53437, -4.32525)
C (4.25976, 0.28502, -5.02214)
C (5.19738, -0.59033, -4.51722)
C (4.98103, -1.24011, -3.30184)
C (3.81515, -0.98681, -2.61013)
C (2.84563, -0.10408, -3.09472)
C (1.61562, 0.10764, -2.29258)
O (1.53892, -0.40835, -1.12959)
N (0.68422, 0.86695, -2.85278)
N (-0.43997, 0.96186, -2.05790)
C (-1.25761, 1.89672, -2.32064)
C (-2.51727, 2.03366, -1.54260)
C (-3.46136, 2.97220, -1.92353)
C (-4.66282, 3.02874, -1.23267)
C (-4.88180, 2.14866, -0.19016)
C (-3.87176, 1.25649, 0.13974)
N (-2.71590, 1.20130, -0.51043)
H (1.42753, 1.43905, -4.28009)
H (4.41369, 0.79510, -5.96373)
H (6.10882, -0.77238, -5.07373)
H (5.71436, -1.92934, -2.90608)
H (3.61877, -1.47856, -1.66639)
H (-1.05117, 2.60894, -3.11842)
H (-3.25817, 3.63720, -2.75197)
H (-5.41775, 3.75138, -1.51334)
H (-5.80414, 2.15248, 0.37309)
H (-3.99357, 0.56420, 0.96583)
C (2.58758, -3.10146, 2.74520)
C (1.45042, -2.47981, 1.93653)
O (1.78556, -1.14889, 1.50244)
P (-0.04710, -2.27676, 2.97755)
O (0.32851, -1.57033, 4.33243)
O (-0.42833, -3.72324, 3.39568)
O (-1.07063, -1.48456, 2.21722)
P (0.90687, -3.55645, 0.52789)
O (2.30698, -3.71888, -0.22675)
O (0.41276, -4.82317, 1.15119)
O (-0.04982, -2.73178, -0.29572)
H (2.84550, -2.43369, 3.56737)
H (3.45852, -3.22480, 2.10140)
H (2.31417, -4.07844, 3.13887)
H (2.29168, -1.16955, 0.67179)
H (0.05555, -0.63904, 4.35259)
H (-0.24751, -4.35732, 2.62775)
H (2.27795, -4.24885, -1.03362)
C (-2.84900, -3.84073, -2.64118)
C (-2.68652, -2.57258, -1.93475)
N (-2.51695, -1.62008, -1.32258)
H (-3.70835, -4.37168, -2.23761)
H (-1.95029, -4.43388, -2.48066)
H (-2.99136, -3.66766, -3.70528)
C (0.38822, 3.83555, 3.93553)
Ge (-0.67220, 2.65361, 2.80325)
C (-2.02835, 3.80822, 1.99173)
C (-1.60666, 1.47154, 4.07720)
C (0.33672, 1.69907, 1.48198)
H (-0.22385, 4.31450, 4.70312)
H (0.85419, 4.61233, 3.32618)
H (1.18282, 3.26920, 4.42589)
H (-2.44126, 4.47392, 2.75296)
H (-2.85543, 3.25547, 1.54500)
H (-1.56705, 4.42112, 1.21388)
H (-2.44050, 2.01902, 4.52424)
H (-0.94733, 1.20435, 4.91243)
H (-2.00029, 0.55460, 3.63365)
H (1.28001, 1.42217, 1.97322)
H (0.60280, 2.48155, 0.75050)

---

No. 4
ORCA calculation (ωB97M-V/def2-TZVPD) on a cluster of 2 separate species, H2OS3 in total.

Calculated values
<S²>: 2.007
Calculated total energy: -1270.89334 Eh
Spin multiplicity: 3
Energy relative to the best compared isomer or geometry (same formula, charge and spin): 0.0000 eV
Kohn-Sham gap (spin up / spin down): 8.75 / 6.51 eV

CARTESIAN COORDINATES (ANGSTROEM)
O (2.49453, 0.92978, 0.66050)
S (-2.35223, -0.26572, -0.06990)
S (1.71359, 0.44817, -0.67314)
S (-1.24998, 1.45470, -0.12476)
H (2.19430, 0.58170, 1.52136)
H (-2.87382, -0.39769, -1.46078)

---

No. 5
ORCA calculation (ωB97M-V/def2-TZVPD) on a cluster of 3 separate species, C14H18F6O10P2 in total.

Calculated values
Calculated total energy: -2578.62785 Eh
SMILES: C#CP(CC(=O)OC(C)=O)P(=O)(O)O.CCOC(=O)C(F)(F)F.CCOC(=O)C(F)(F)F
Kohn-Sham gap: 9.42 eV

CARTESIAN COORDINATES (ANGSTROEM)
C (-0.59837, -2.17677, 3.77532)
C (-0.59991, -1.22265, 3.03553)
P (-0.58084, 0.44584, 2.33143)
C (-1.40637, 0.34682, 0.66701)
C (-0.75523, 1.31646, -0.33809)
O (-0.72221, 1.05376, -1.50302)
O (-0.20948, 2.53030, 0.09061)
C (1.15034, 2.45990, 0.44246)
C (2.16409, 1.74521, -0.45614)
O (1.49056, 2.95672, 1.47025)
P (-1.80543, 1.72117, 3.60439)
O (-2.34001, 2.77967, 2.73458)
O (-0.84868, 2.29998, 4.77896)
O (-3.04740, 0.85367, 4.22373)
H (-0.54051, -2.91531, 4.55343)
H (-2.49088, 0.54459, 0.72875)
H (-1.28074, -0.64979, 0.21938)
H (1.96184, 0.66046, -0.44137)
H (2.04809, 2.09848, -1.49093)
H (3.15789, 1.93162, -0.04009)
H (-1.37838, 2.84383, 5.38374)
H (-2.68857, 0.02473, 4.58610)
C (-4.38936, 2.09477, -3.36705)
C (-4.05630, 0.66309, -3.00455)
O (-5.07070, 0.09974, -2.15083)
C (-6.16003, -0.36018, -2.76148)
O (-6.35849, -0.34278, -3.93981)
C (-7.11953, -0.96421, -1.73088)
F (-7.24955, -0.18187, -0.65039)
F (-6.67442, -2.15924, -1.30870)
F (-8.33712, -1.14732, -2.24088)
H (-4.55090, 2.68889, -2.46608)
H (-3.57916, 2.54035, -3.94395)
H (-5.30484, 2.14803, -3.95738)
H (-3.12789, 0.62900, -2.43627)
H (-3.91638, 0.04454, -3.89130)
C (7.75932, -1.45556, -1.15071)
C (7.41359, -2.49137, -0.10174)
O (6.28211, -2.07226, 0.68204)
C (5.08574, -2.29078, 0.14221)
O (4.88233, -2.79762, -0.92079)
C (3.98715, -1.83384, 1.10686)
F (4.25607, -0.63633, 1.64515)
F (3.84549, -2.69985, 2.12130)
F (2.80350, -1.73724, 0.49605)
H (7.91498, -0.48018, -0.68708)
H (8.66510, -1.74128, -1.68534)
H (6.95136, -1.34456, -1.87455)
H (8.24027, -2.60415, 0.59801)
H (7.22757, -3.46906, -0.54674)

---

No. 6
ORCA calculation (ωB97M-V/def2-TZVPD) on a structure of composition C27H12F15FeGeN2O10P2S.

Calculated values
<S²>: 6.008
Calculated total energy: -7817.95814 Eh
Charge: -1
Spin multiplicity: 5
Energy relative to the best compared isomer or geometry (same formula, charge and spin): 0.6809 eV
Kohn-Sham gap (spin up / spin down): 8.36 / 8.18 eV

CARTESIAN COORDINATES (ANGSTROEM)
Fe (-0.16336, -0.32857, -1.48672)
O (1.92009, 0.37680, 2.63594)
C (1.49459, 0.60731, 1.39442)
O (2.07190, 0.22422, 0.41968)
C (0.24132, 1.42771, 1.33964)
C (-0.37202, 1.95534, 2.45576)
C (-1.58450, 2.61637, 2.28358)
C (-2.12561, 2.72062, 1.02108)
C (-1.44378, 2.14002, -0.03774)
N (-0.28747, 1.52152, 0.12230)
C (-1.99084, 2.06181, -1.45903)
O (-2.88835, 2.83499, -1.77527)
O (-1.42023, 1.15819, -2.16418)
H (2.66547, -0.23486, 2.58858)
H (0.08448, 1.84002, 3.42884)
H (-2.10254, 3.03155, 3.13939)
H (-3.06611, 3.21971, 0.82934)
N (-3.17133, -4.14456, 0.38866)
C (-2.76855, -2.74434, -0.11221)
C (-3.98792, -1.91354, -0.49740)
P (-1.66710, -2.01100, 1.16753)
O (-2.58708, -0.90402, 1.92263)
O (-1.37652, -3.12014, 2.13054)
O (-0.59073, -1.25156, 0.45640)
P (-1.75440, -3.16383, -1.63742)
O (-0.43038, -3.82468, -1.00053)
O (-2.55959, -4.28916, -2.20905)
O (-1.44025, -1.90236, -2.37360)
H (-4.11981, -4.17663, 0.73807)
H (-2.50247, -4.36629, 1.14427)
H (-3.07487, -4.75600, -0.45226)
H (-4.67092, -1.78825, 0.34533)
H (-4.51370, -2.37060, -1.33973)
H (-3.65696, -0.92392, -0.81508)
H (-2.74426, -1.22084, 2.82920)
H (0.35684, -3.24704, -1.08186)
F (4.51664, -3.11869, -2.46595)
C (4.79734, -2.69478, -1.22518)
C (4.52014, -1.38261, -0.84968)
C (4.88225, -1.05286, 0.44568)
F (4.65780, 0.15551, 0.96492)
C (5.48349, -1.95873, 1.29934)
F (5.83261, -1.58984, 2.53817)
C (5.71854, -3.25308, 0.88932)
F (6.28393, -4.12436, 1.71654)
C (5.36941, -3.62887, -0.38537)
F (5.58961, -4.87765, -0.79434)
Ge (3.43991, -0.42932, -2.25200)
S (1.62233, -1.49609, -2.62270)
C (4.81719, -0.50689, -3.72539)
C (4.50260, -0.79191, -5.04323)
F (3.25917, -1.14578, -5.38715)
C (5.43534, -0.73718, -6.05696)
F (5.09777, -1.01492, -7.31749)
C (6.73533, -0.39010, -5.76510)
F (7.64714, -0.34716, -6.73128)
C (7.09018, -0.09098, -4.46787)
F (8.34795, 0.25403, -4.18858)
C (6.13208, -0.14471, -3.47903)
F (6.53563, 0.21252, -2.24637)
C (3.33880, 1.56788, -2.31039)
C (4.05834, 2.49357, -1.57426)
F (4.79926, 2.12725, -0.52632)
C (4.07914, 3.83759, -1.89060)
F (4.79303, 4.69491, -1.15752)
C (3.37667, 4.29563, -2.98035)
F (3.41249, 5.58240, -3.30271)
C (2.64973, 3.41011, -3.74481)
F (1.99513, 3.84668, -4.81792)
C (2.63718, 2.07668, -3.39970)
F (1.94982, 1.25986, -4.19979)

---

No. 7
ORCA calculation (ωB97M-V/def2-TZVPD) on the molecule C3H4BrN.

Calculated values
Calculated total energy: -2745.46201 Eh
SMILES: N#CCCBr
Energy relative to the best compared isomer or geometry (same formula, charge and spin): 0.0000 eV
Kohn-Sham gap: 11.36 eV

CARTESIAN COORDINATES (ANGSTROEM)
N (-2.62291, 0.02568, 0.49211)
C (-1.57973, 0.27849, 0.09709)
C (-0.24583, 0.60106, -0.31472)
C (0.76464, -0.65391, 0.14955)
Br (2.60448, -0.06877, 0.18382)
H (-0.15019, 0.81304, -1.37172)
H (0.07914, 1.46852, 0.27315)
H (0.67682, -1.42056, -0.62371)
H (0.47359, -1.04356, 1.11442)